(1)
The following is a quantum chemistry calculation of a cluster of 2 separate species, C2H6O2 in total at a distorted geometry, from the OMol25 dataset.

Summary:
electronic energy = -6264.8270 eV
E_HOMO = -8.757 eV
SMILES = C=CO.O
energy relative to the best compared isomer or geometry (same formula, charge and spin) = 137.8 kJ/mol
gap between HOMO and LUMO = 9.62 eV

Last column: Löwdin charge in e.
Geometry (Å):
C 0.59421 -0.93764 -0.49779  0.00
C -0.72958 -1.12468 -0.81545  -0.25
O -1.01157 -1.72413 -2.02698  -0.05
H 0.95562 -0.32239 0.38644  0.07
H 1.41487 -1.23019 -1.04667  0.01
H -1.64541 -0.83030 -0.23782  0.12
H -1.98259 -1.75294 -2.20113  0.11
H 1.80423 3.39497 2.46481  0.03
H 0.88616 2.61104 3.51871  0.04
O 0.93399 3.03710 2.65137  -0.07

=====

(2)
The following is a quantum chemistry calculation of a structure of composition C18H12BrMoN3O2, from the OMol25 dataset.

Summary:
electronic energy = -99306.3237 eV
E_HOMO (alpha / beta) = -15.531 / -15.573 eV
energy relative to the best compared isomer or geometry (same formula, charge and spin) = 0.0 kJ/mol
charge = +2
multiplicity = 3
gap between HOMO and LUMO (alpha / beta) = 6.46 / 6.77 eV
⟨S²⟩ = 2.02

Last column: Löwdin charge in e.
Geometry (Å):
Mo -0.60065 0.10773 0.03331  1.65
C -2.68946 1.10865 -4.32184  -0.01
C -1.57167 0.51930 -3.74889  -0.03
C -1.21616 0.89140 -2.45870  -0.09
C -1.99256 1.83369 -1.76133  -0.25
C -3.11847 2.41411 -2.32647  0.03
C -3.44549 2.05014 -3.62126  0.00
N -1.55108 1.96523 -0.44384  -0.13
N -1.75679 2.89530 0.35022  0.19
C -1.14174 2.59284 1.57272  -0.26
C -1.21641 3.47920 2.62699  0.04
C -0.56376 3.14677 3.81421  -0.01
C 0.14265 1.96084 3.91817  -0.02
C 0.21948 1.07175 2.84185  -0.07
C -0.42552 1.36764 1.64781  -0.21
H -2.97313 0.84729 -5.33202  0.13
H -0.97033 -0.18582 -4.30507  0.13
H -0.20093 0.57200 -2.12592  0.08
H -3.71936 3.11198 -1.75967  0.13
H -4.30893 2.49616 -4.09581  0.13
H -1.76818 4.40373 2.52470  0.14
H -0.60834 3.82423 4.65571  0.13
H 0.64717 1.71653 4.84318  0.13
H 0.78165 0.15470 2.96800  0.10
Br 2.58963 0.26965 -0.30926  0.90
C 2.07297 -1.28907 0.62541  -0.69
C 2.92229 -2.24282 1.15252  -0.02
C 2.34134 -3.33544 1.78754  0.04
C 0.95328 -3.46342 1.87337  0.07
C 0.19205 -2.46157 1.31835  -0.16
N 0.75551 -1.40097 0.72293  -0.12
C -1.30185 -2.42542 1.23699  -0.43
O -2.05363 -3.25437 1.59739  0.25
O -1.73654 -1.26233 0.58388  -0.20
H 3.99510 -2.14405 1.06696  0.13
H 2.97831 -4.10151 2.20992  0.14
H 0.48241 -4.31538 2.34403  0.15

=====

(3)
The following is a quantum chemistry calculation of an isolated molecule of C5H13NO at a distorted geometry, from the OMol25 dataset.

Summary:
electronic energy = -8929.8607 eV
E_HOMO = -8.180 eV
SMILES = CNCC[C@H](C)O
energy relative to the best compared isomer or geometry (same formula, charge and spin) = 400.4 kJ/mol
gap between HOMO and LUMO = 9.01 eV

Last column: Löwdin charge in e.
Geometry (Å):
C 0.83700 0.27452 -0.45934  -0.17
C 0.57608 -0.48295 0.93070  -0.51
C 1.06965 0.37168 2.09843  -0.06
O 1.25630 -1.67039 0.69749  -0.12
C -0.35270 1.24360 -0.65230  -0.21
N -1.61886 0.43995 -0.65864  -0.13
C -1.82168 -0.03103 -1.99955  -0.16
H 1.07241 -0.51375 -1.31046  0.13
H 1.96369 0.75974 -0.46329  0.16
H -0.44138 -0.82614 1.07855  0.11
H 1.23235 1.45726 1.80718  0.09
H 0.37195 0.07674 2.95842  0.10
H 2.14214 0.22201 2.35113  0.08
H 1.32416 -2.18044 1.67340  0.19
H -0.19698 1.99882 0.10714  0.09
H -0.14545 1.45449 -1.80629  0.14
H -1.76948 -0.09430 0.11806  0.04
H -2.39312 -1.07127 -1.98192  0.12
H -1.03139 0.08727 -2.63409  0.02
H -2.69753 0.65815 -2.37501  0.10

=====

Copy entry 3 word for word.
The following is a quantum chemistry calculation of an isolated molecule of C5H13NO at a distorted geometry, from the OMol25 dataset.

Summary:
electronic energy = -8929.8607 eV
E_HOMO = -8.180 eV
SMILES = CNCC[C@H](C)O
energy relative to the best compared isomer or geometry (same formula, charge and spin) = 400.4 kJ/mol
gap between HOMO and LUMO = 9.01 eV

Last column: Löwdin charge in e.
Geometry (Å):
C 0.83700 0.27452 -0.45934  -0.17
C 0.57608 -0.48295 0.93070  -0.51
C 1.06965 0.37168 2.09843  -0.06
O 1.25630 -1.67039 0.69749  -0.12
C -0.35270 1.24360 -0.65230  -0.21
N -1.61886 0.43995 -0.65864  -0.13
C -1.82168 -0.03103 -1.99955  -0.16
H 1.07241 -0.51375 -1.31046  0.13
H 1.96369 0.75974 -0.46329  0.16
H -0.44138 -0.82614 1.07855  0.11
H 1.23235 1.45726 1.80718  0.09
H 0.37195 0.07674 2.95842  0.10
H 2.14214 0.22201 2.35113  0.08
H 1.32416 -2.18044 1.67340  0.19
H -0.19698 1.99882 0.10714  0.09
H -0.14545 1.45449 -1.80629  0.14
H -1.76948 -0.09430 0.11806  0.04
H -2.39312 -1.07127 -1.98192  0.12
H -1.03139 0.08727 -2.63409  0.02
H -2.69753 0.65815 -2.37501  0.10